Record 1
Formula: C30H23F6N6O10PbS2
Source: the OMol25 dataset
Level of theory: ωB97M-V/def2-TZVPD

## Properties
Charge ... +1
Kohn-Sham gap ... 7.94 eV
E_HOMO ... -11.7 eV

Last column: Mulliken charge in e.
Geometry (Å):
Pb 0.54951 0.32020 0.16435  2.05
O -2.83135 -0.45003 -3.16134  -0.56
C -1.84208 -0.21696 -2.52586  0.17
O -1.86040 0.44704 -1.33209  0.47
C -0.46660 -0.53016 -3.00152  0.26
C -0.31308 -1.10417 -4.25884  -0.90
C 0.96830 -1.36556 -4.72625  -0.60
C 2.04457 -0.97850 -3.94738  -0.71
C 1.80613 -0.40884 -2.69872  0.42
N 0.57919 -0.22582 -2.22876  0.37
C 2.96582 0.18610 -1.87616  0.21
O 4.00281 0.40661 -2.46106  -0.68
O 2.69107 0.48282 -0.66725  -0.74
H -1.19000 -1.32932 -4.84379  0.59
H 1.11606 -1.82737 -5.69166  0.47
H 3.06972 -1.08013 -4.26612  0.58
O 5.08899 6.76037 0.63623  -0.58
N 4.37275 6.15384 1.38960  0.98
O 4.27081 6.33856 2.57920  -0.57
C 3.49368 5.14932 0.80113  -0.07
C 3.06935 5.37609 -0.46902  -0.76
C 2.11229 4.53237 -1.08985  1.17
C 1.64599 4.76432 -2.39573  -0.88
C 0.68534 3.93200 -2.91618  -1.50
C 0.21860 2.88309 -2.12251  -0.13
N 0.64105 2.64093 -0.89788  0.98
C 1.58521 3.43762 -0.36609  -0.85
C 2.05926 3.17809 0.96995  0.20
N 1.53888 2.13175 1.63080  0.54
C 1.93701 1.86079 2.85619  -0.50
C 2.93765 2.60167 3.49017  -1.18
C 3.49081 3.68251 2.84467  -0.84
C 3.02771 4.02680 1.56064  0.72
H 3.45284 6.22194 -1.01870  0.57
H 2.05397 5.58277 -2.96778  0.50
H 0.29991 4.07148 -3.91338  0.57
H -0.53356 2.21060 -2.50301  0.32
H 1.43857 1.03412 3.34462  0.55
H 3.26573 2.32502 4.47707  0.51
H 4.25842 4.27147 3.32196  0.57
F -2.99840 0.82576 4.36591  -0.22
C -2.88824 -0.49774 4.13583  0.61
F -2.76982 -1.11250 5.29630  -0.20
F -4.01946 -0.88428 3.55523  -0.18
S -1.40493 -0.73471 2.99555  0.97
O -1.67916 0.21501 1.92497  -0.63
O -0.26229 -0.38458 3.77339  -0.79
N -1.58206 -2.22258 2.54412  -0.60
S -0.70147 -2.54122 1.26783  0.96
O -1.30493 -2.15885 0.02335  -0.51
O 0.65574 -2.07671 1.41009  -0.76
C -0.74229 -4.41669 1.27502  0.53
F 0.05937 -4.90669 0.33583  -0.19
F -0.39489 -4.91884 2.44703  -0.20
F -1.98343 -4.80268 1.00187  -0.20
C -2.66467 5.04826 1.11364  -0.81
N -2.69657 3.58635 1.27969  0.22
C -1.58734 3.13950 2.14008  -0.03
C -2.74985 2.84135 -0.01146  0.10
C -3.45038 1.50841 0.12942  0.79
C -4.58142 1.39488 0.93205  -0.56
C -5.24607 0.19347 1.07015  -1.27
C -4.80156 -0.91988 0.38154  -0.93
C -3.70733 -0.82253 -0.45381  -0.93
C -3.01973 0.37781 -0.56334  0.67
H -2.66732 5.52412 2.09382  0.39
H -3.53186 5.40437 0.55886  0.38
H -1.75916 5.34648 0.58605  0.30
H -3.56461 3.33886 1.77351  0.32
H -0.64548 3.50313 1.73929  0.20
H -1.56273 2.04851 2.16554  -0.44
H -1.73002 3.51307 3.15153  0.57
H -1.73160 2.68902 -0.36944  -0.77
H -3.30672 3.44601 -0.73656  0.54
H -4.98385 2.25559 1.45270  0.42
H -6.11020 0.12881 1.70993  0.47
H -5.31220 -1.86050 0.49809  0.46
H -3.35545 -1.67992 -1.00052  0.63

Forces on atoms 1 to 6 (eV/Å):
0.361 -0.283 0.049
0.399 -0.007 0.333
-0.615 -0.037 -0.698
0.251 0.080 0.271
0.254 -0.327 -0.444
-0.190 0.099 0.294

***

Record 2
Formula: C30H24BrCl3N3O2RuTe
Source: the OMol25 dataset
Level of theory: ωB97M-V/def2-TZVPD

## Properties
Charge ... +2
Kohn-Sham gap (alpha / beta) ... 5.99 / 6.25 eV
⟨S²⟩ ... 0.764
E_HOMO (alpha / beta) ... -13.4 / -13.5 eV
Multiplicity ... 2
Energy above the lowest of the compared OMol25 structures with the same formula, charge and spin ... 0.8527 eV

Last column: Löwdin spin population.
Geometry (Å):
Ru 0.71606 -0.40656 0.47736  0.88
C -3.33529 -4.32659 -0.43524  0.00
C -2.87565 -2.90644 -0.57445  0.00
C -3.67314 -1.91826 -1.14813  0.00
C -3.20796 -0.61970 -1.25557  0.00
C -1.94316 -0.35194 -0.77476  0.00
Br -1.22068 1.38292 -0.82948  0.06
N -1.15149 -1.26857 -0.21904  0.00
C -1.62126 -2.52690 -0.13225  0.00
H -4.38708 -4.36628 -0.15678  0.00
H -2.75900 -4.85341 0.32400  0.00
H -3.22152 -4.85823 -1.38170  0.00
H -4.66640 -2.16302 -1.50377  0.00
H -3.80586 0.16923 -1.68812  0.00
H -0.97522 -3.25017 0.34104  0.00
Cl 4.50522 5.21871 -1.89938  0.00
C 3.67788 3.99819 -1.02288  0.01
C 3.23625 2.86222 -1.68593  0.00
C 2.56528 1.90731 -0.95122  0.01
Cl 2.00045 0.46614 -1.77081  0.00
C 2.33309 2.01691 0.41213  0.00
O 1.73236 1.06818 1.13922  0.07
C 2.78473 3.18040 1.04555  0.01
Cl 2.50433 3.37506 2.73013  0.00
C 3.45247 4.16306 0.33751  0.00
H 3.40216 2.73342 -2.74622  0.00
H 3.79404 5.05253 0.84785  0.00
N -3.54414 -1.86360 5.39373  0.00
C -2.88334 -2.00771 4.23309  0.00
O -3.28385 -2.68079 3.30049  0.00
C -1.55872 -1.28947 4.09549  0.00
C -0.75164 -0.82057 5.11967  0.00
C 0.46467 -0.24180 4.79024  0.00
C 0.84515 -0.15238 3.46738  0.00
N 0.06114 -0.60704 2.46821  0.00
C -1.11153 -1.16032 2.79407  0.00
H -4.42715 -2.33725 5.50009  0.00
H -3.25853 -1.22572 6.11431  0.00
H -1.03662 -0.91686 6.15989  0.00
H 1.12922 0.13587 5.55460  0.00
H 1.78261 0.29606 3.17878  0.00
H -1.74421 -1.53813 2.00997  0.00
Te 1.92202 -2.52418 -0.51252  -0.04
C 1.28607 -4.30453 0.39624  -0.01
C 1.38611 -5.44813 -0.38780  0.00
C 1.00417 -6.67165 0.14932  0.00
C 0.52366 -6.74120 1.44732  0.00
C 0.41625 -5.59101 2.22207  0.00
C 0.79664 -4.36572 1.70023  0.00
C 3.51286 -1.97576 0.75630  0.01
C 3.21840 -1.89633 2.10573  0.01
C 4.16333 -1.42098 2.99876  0.00
C 5.40418 -1.02326 2.51384  0.00
C 5.69461 -1.10822 1.15589  0.00
C 4.74669 -1.58218 0.25673  0.00
H 1.76327 -5.40030 -1.40227  0.00
H 1.08656 -7.56814 -0.45023  0.00
H 0.22798 -7.69615 1.86073  0.00
H 0.03596 -5.65068 3.23333  0.00
H 0.69855 -3.47185 2.30362  0.00
H 2.26616 -2.26066 2.45951  0.00
H 3.94175 -1.36654 4.05667  0.00
H 6.15648 -0.65179 3.19704  0.00
H 6.66861 -0.80832 0.79305  0.00
H 4.97762 -1.64391 -0.79916  0.00

Forces on atoms 1 to 6 (eV/Å):
-0.238 0.855 -0.748
0.019 -0.007 -0.003
-0.006 0.004 0.003
-0.028 0.016 -0.020
0.021 -0.042 0.030
-0.008 -0.092 0.021

***

Record 3
Formula: C30H24Cl5N4Se3TeTl
Source: the OMol25 dataset
Level of theory: ωB97M-V/def2-TZVPD

## Properties
Charge ... -2
Kohn-Sham gap ... 4.86 eV
E_HOMO ... -1.1 eV
Energy above the lowest of the compared OMol25 structures with the same formula, charge and spin ... 0.7264 eV

Last column: Mulliken charge in e.
Geometry (Å):
Tl 0.00524 0.07715 -0.17506  2.03
Se 0.22031 2.68394 0.48623  -0.36
Se -1.69938 3.92746 0.11208  -0.34
Te -3.04970 3.59559 2.31432  -0.16
Se -2.90813 1.17490 2.79287  -0.54
N 0.43937 -0.09930 2.42640  -0.28
C 1.60693 -0.78096 2.96222  -0.65
C 1.59299 -2.29407 2.77045  -0.61
C 1.79102 -2.82599 1.35349  -0.71
N 0.64287 -2.61062 0.47831  -0.18
H 0.45665 0.89698 2.63120  0.26
H -0.43189 -0.43026 2.84294  -0.01
H 1.72948 -0.57779 4.03545  0.46
H 2.48605 -0.37396 2.45221  0.23
H 0.67108 -2.71406 3.19525  0.21
H 2.41923 -2.69122 3.37024  0.46
H 2.04274 -3.89600 1.41848  0.44
H 2.64518 -2.31320 0.90291  0.22
H -0.18374 -3.07194 0.85081  0.14
H 0.81698 -2.99196 -0.44542  0.15
C -0.58761 -3.90487 -4.44970  -0.72
C -0.94552 -3.67213 -3.12833  -0.89
C -0.71618 -2.45192 -2.52285  -0.02
C -0.11469 -1.36987 -3.20418  0.54
C 0.24326 -1.63313 -4.55107  -0.63
C 0.01402 -2.85929 -5.14076  -0.53
N 0.16144 -0.20399 -2.56265  0.21
C 0.39733 0.94286 -3.31244  -0.60
C -0.42452 1.33445 -4.38020  0.16
C -0.19605 2.51504 -5.06402  -0.78
C 0.85322 3.35334 -4.70240  -0.59
C 1.66684 2.98192 -3.64165  -0.57
C 1.44802 1.79611 -2.96030  0.09
H -0.77060 -4.86014 -4.92265  0.35
H -1.42787 -4.45413 -2.55205  0.40
H -1.03602 -2.30959 -1.50118  0.34
H 0.72820 -0.85485 -5.12460  0.40
H 0.32417 -3.00472 -6.17014  0.35
H -1.25546 0.69796 -4.65786  0.58
H -0.86042 2.79490 -5.87365  0.34
H 1.01858 4.28675 -5.22513  0.35
H 2.47878 3.62796 -3.32876  0.39
H 2.08137 1.51287 -2.12825  -0.09
Cl -2.57380 1.13825 -1.88448  -0.10
C -3.00695 -0.28535 -0.99028  0.84
C -2.16429 -0.73016 0.02181  -1.89
C -2.68209 -1.72752 0.82035  1.50
Cl -1.84212 -2.22115 2.28855  -0.24
C -3.90127 -2.35667 0.57820  -0.42
Cl -4.49457 -3.62487 1.60345  -0.24
C -4.66486 -1.95533 -0.51134  0.40
Cl -6.14782 -2.76310 -0.88883  -0.24
C -4.22407 -0.88411 -1.28388  -0.23
Cl -5.20147 -0.32991 -2.59886  -0.22
N 10.27184 0.69450 -0.47526  -0.57
C 9.12580 0.60383 -0.42792  0.05
C 7.69056 0.48742 -0.37014  0.59
C 6.89856 1.11105 -1.33246  -0.72
C 5.52557 0.98560 -1.28093  -0.43
C 4.90980 0.23622 -0.26938  0.11
C 5.72116 -0.37949 0.69163  -0.13
C 7.09533 -0.25835 0.64503  -0.84
C 3.49119 0.10179 -0.22739  0.49
C 2.28381 -0.04498 -0.21904  -1.44
H 7.36530 1.69262 -2.11732  0.42
H 4.90318 1.46314 -2.02486  0.58
H 5.25151 -0.95675 1.47765  0.48
H 7.71418 -0.73822 1.39246  0.41

Forces on atoms 1 to 6 (eV/Å):
-0.232 0.303 0.270
0.220 0.063 -0.153
-0.189 -0.199 0.274
0.209 0.017 -0.123
-0.104 0.114 0.024
-0.302 -0.075 0.138

***

Electronic energy, respectively: -3826.14678; -5789.34126; -11322.41612 Eh.